Record 1
Below is a molecular structure, C27H65F2N8O10S2V, with properties calculated with ωB97M-V with the def2-TZVPD basis set.

Element x y z (Å)
V 2.070 0.367 2.129
S 0.039 1.986 -0.070
S -0.128 -0.437 -0.409
F 0.455 -1.802 0.202
F 0.743 2.859 1.049
O 3.024 1.535 1.774
O 1.544 5.410 -5.054
O 0.527 2.423 -1.305
O 1.034 1.726 3.409
O -1.498 -0.624 -0.121
O 0.372 -0.491 -1.728
O 0.826 -1.215 2.824
O 3.190 -1.168 1.136
O 0.058 -4.538 0.473
O -1.312 2.191 0.306
N -0.783 -2.638 3.424
N 0.409 7.146 2.649
N 0.723 0.538 0.550
N -0.780 2.542 4.443
N 0.928 -6.572 -0.028
N -3.526 -4.128 -4.529
N 2.632 3.590 -4.269
N 3.912 -2.110 -0.781
C 1.013 5.937 2.083
C -3.364 -5.959 -2.766
C 2.164 7.407 4.397
C -2.860 -5.343 -4.080
C -1.264 -4.014 3.542
C -1.742 1.957 3.514
C 1.070 5.997 0.551
C -5.428 -5.401 -5.497
C -3.174 -2.969 -3.711
C 0.699 7.314 4.052
C 2.460 2.190 -3.905
C -1.361 3.559 5.325
C 4.263 -3.340 -1.461
C 3.543 -1.019 -1.668
C -4.989 -4.256 -4.600
C -1.818 -2.424 -4.114
C 0.529 2.454 4.284
C 3.634 -2.139 0.504
C -1.050 7.139 2.379
C -0.333 -7.096 -0.523
C 0.422 -2.387 2.975
C 2.080 -7.456 0.017
C -1.698 8.434 2.871
C 3.926 3.903 -4.800
C 1.510 4.318 -4.548
C 0.998 -5.295 0.390
C -1.769 -1.595 3.684
H 2.942 -7.006 0.509
H -5.334 -6.346 -4.961
H 2.762 8.117 3.827
H 2.037 -5.006 0.642
H 2.713 6.465 4.471
H 0.304 8.285 4.366
H 0.415 5.040 2.333
H -2.299 -4.091 3.222
H -2.767 8.405 2.651
H -2.275 3.125 5.722
H -4.872 -5.465 -6.437
H 0.615 3.809 -4.157
H -2.702 -6.782 -2.480
H 3.707 -3.113 0.996
H 1.109 3.096 4.950
H -0.646 -4.642 2.909
H -0.968 -6.308 -0.905
H -5.344 -3.307 -4.998
H -0.774 -7.729 0.252
H -2.402 -1.921 4.509
H 2.024 5.918 2.484
H -1.700 -2.174 -5.172
H -2.354 -1.404 2.786
H 3.108 -0.200 -1.098
H -1.237 7.110 1.312
H 3.329 1.865 -3.333
H 2.242 7.825 5.409
H 1.843 -8.292 0.680
H -1.650 8.545 3.951
H 1.469 5.030 0.242
H 4.368 -0.663 -2.280
H -1.056 -3.183 -3.916
H -3.887 -2.153 -3.841
H -2.532 1.484 4.102
H 0.067 6.114 0.153
H 2.713 -1.326 -2.310
H 2.317 -7.771 -0.998
H -3.217 -3.215 -2.639
H -1.263 -0.715 4.076
H -4.261 -6.548 -3.000
H -1.519 4.503 4.805
H -2.227 2.786 2.996
H -6.452 -5.320 -5.868
H -0.712 3.732 6.183
H 0.082 6.679 4.727
H 4.887 -4.008 -0.863
H 1.524 2.048 -3.380
H -1.229 9.254 2.330
H 4.354 3.118 -5.424
H 4.612 4.319 -4.059
H 1.733 6.785 0.206
H -0.124 -7.808 -1.327
H -1.370 6.241 2.936
H -1.160 -4.404 4.556
H 1.042 -3.269 2.815
H 2.444 1.566 -4.809
H 3.853 4.748 -5.496
H 3.395 -3.905 -1.804
H -1.322 1.225 2.836
H 4.912 -3.168 -2.319
H -2.904 -6.102 -4.864
H -5.396 -4.451 -3.595
H -3.635 -5.325 -1.927
H -1.456 -1.499 -3.658
H -1.793 -5.122 -3.999

molecular weight: 814.94 u
orbital gap (alpha / beta): 5.666 / 6.076 eV
multiplicity: 2
total energy: -114235.5673 eV
LUMO energy (alpha / beta): -0.150 / -0.135 hartree
highest occupied orbital energy (alpha / beta): -9.7 / -9.7 eV
charge: +1

Mulliken population analysis, charges in e, atoms 1 to 6: number 1, V, carries 1.41; number 2, S, carries 0.52; number 3, S, carries 0.47; number 4, F, carries -0.06; number 5, F, carries -0.07; number 6, O, carries -0.22

Record 2
Below is a molecular structure, C47H46IMgP2, with properties calculated with ωB97M-V with the def2-TZVPD basis set.

Element x y z (Å)
I 3.301 1.014 -1.166
P -1.510 -1.062 -2.668
P -0.091 -1.189 0.183
Mg 1.057 1.103 0.841
C 1.195 3.337 -1.464
C -1.576 1.012 5.016
C 0.023 2.274 3.466
C -2.448 -0.477 1.377
C -3.698 -0.689 1.927
C 0.331 2.690 -0.490
C 1.563 5.346 -2.858
C 0.755 -2.669 0.835
C -2.163 -2.486 -3.536
C 3.840 1.729 2.916
C 2.997 -0.933 3.993
C -3.792 -2.928 1.013
C -3.368 -4.733 -4.804
C 3.134 3.581 -2.908
C -0.871 3.235 -0.191
C 0.970 -0.464 -5.916
C 0.259 -3.399 1.950
C -0.288 1.097 4.202
C -1.017 3.391 3.358
C 1.884 3.725 2.353
C 0.658 0.024 4.360
C -1.820 -1.528 0.693
C -0.529 5.095 -1.698
C -2.792 -2.374 -4.786
C -0.099 -1.758 -1.605
C 0.274 -1.212 5.136
C 2.602 -4.189 0.737
C 2.383 1.423 3.184
C 2.124 -4.937 1.839
C -2.235 -3.765 -2.930
C -2.807 -4.868 -3.540
C -0.744 1.056 -4.324
C 0.774 4.619 -1.977
C -2.495 -2.748 0.528
C 0.925 -4.526 2.444
C -4.385 -1.923 1.748
C 0.587 0.811 -6.345
C 1.980 -3.072 0.244
C 2.730 4.854 -3.353
C -0.304 1.565 -5.546
C 1.345 2.403 2.931
C 1.979 0.181 3.856
C -0.478 -0.276 -3.991
C -1.306 4.428 -0.804
C 0.416 -1.017 -4.749
C 2.423 2.850 -1.959
C -3.395 -3.454 -5.419
H -2.236 0.296 4.593
H 1.050 4.406 2.167
H -2.271 4.769 -0.478
H -0.870 5.988 -2.210
H 1.199 6.338 -3.061
H -2.741 -1.438 -5.323
H 0.626 -1.176 6.192
H 2.674 -1.711 4.686
H -0.657 -3.049 2.400
H -3.708 -5.639 -5.261
H 0.729 -2.134 4.747
H 3.361 5.375 -4.043
H 4.037 3.098 -3.210
H -0.625 2.554 -5.852
H -1.929 0.483 1.503
H -2.766 -5.785 -2.984
H -2.097 -3.609 -0.023
H 1.630 -1.076 -6.536
H -4.244 -3.874 0.787
H -1.741 -3.983 -1.968
H 2.706 -5.727 2.247
H 2.385 3.562 1.389
H 1.008 1.167 -7.281
H -3.862 -3.274 -6.370
H 2.591 4.193 3.036
H 4.409 0.803 2.801
H 3.219 -1.400 3.011
H 3.539 -4.502 0.254
H 0.548 -5.030 3.315
H -1.349 0.748 6.079
H -0.811 4.133 2.553
H 4.022 2.235 1.996
H -1.535 2.746 0.517
H -4.072 0.138 2.511
H -1.302 1.664 -3.638
H -2.131 1.969 5.037
H 0.746 -2.028 -4.460
H -0.810 -1.310 5.223
H -5.354 -2.070 2.200
H -0.090 -2.865 -1.580
H 0.837 -1.460 -2.052
H -2.003 2.917 3.151
H 2.430 -2.454 -0.503
H -1.070 3.966 4.264
H 3.965 -0.454 4.331
H 4.262 2.334 3.740

molecular weight: 824.04 u
orbital gap: 7.838 eV
multiplicity: 1
total energy: -81603.7920 eV
LUMO energy: -0.087 hartree
highest occupied orbital energy: -10.2 eV
charge: +1

Mulliken population analysis, charges in e, atoms 1 to 6: number 1, I, carries 0.10; number 2, P, carries 0.30; number 3, P, carries 1.43; number 4, Mg, carries 0.28; number 5, C, carries 0.37; number 6, C, carries -2.47